[1]
This record from the Open Molecules 2025 dataset describes a gas-phase ion, C2H6N2P (charge +1) at a distorted geometry. The level of theory is ωB97M-V with the def2-TZVPD basis set.

Calculated values
- LUMO energy (Eh) = -0.269
- HOMO energy (eV) = -14.4626
- total charge = +1
- Kohn-Sham gap (eV) = 7.13
- energy above the lowest of the compared OMol25 structures with the same formula, charge and spin (eV) = 2.154

Geometry (Å):
C 1.094 -0.561 0.104
C -0.756 0.933 -0.422
N 0.424 -1.584 -0.215
N 0.525 0.656 0.185
P -2.076 -0.240 0.113
H 2.151 -0.587 0.378
H -1.040 1.954 -0.153
H -0.706 0.894 -1.522
H 0.842 -2.493 -0.307
H 1.119 1.438 0.414
H -1.577 -0.409 1.427

These are the Mulliken partial charges, in e, on atoms 1 to 6:
1. C 0.047
2. C -0.609
3. N -0.517
4. N -0.186
5. P 0.403
6. H 0.393

---

[2]
This record from the Open Molecules 2025 dataset describes a molecular structure, C21H46InN2O3. The level of theory is ωB97M-V with the def2-TZVPD basis set.

Calculated values
- LUMO energy (Eh) = 0.085
- HOMO energy (eV) = -4.0666
- total charge = -1
- Kohn-Sham gap (eV) = 6.37

Geometry (Å):
C 4.533 -4.088 1.311
C 4.764 -2.878 0.403
N 3.594 -2.077 0.063
In 2.215 -1.584 1.615
N 3.120 -0.443 3.190
C 1.065 -3.365 2.435
C -0.078 -3.617 1.508
C -1.413 -3.501 1.892
C -2.436 -3.732 0.977
C -2.153 -4.101 -0.330
C -0.828 -4.236 -0.730
C 0.189 -3.986 0.179
H 3.732 -4.716 0.932
H 5.440 -4.701 1.335
H 4.344 -3.768 2.333
H 5.500 -2.227 0.878
H 5.213 -3.251 -0.523
H 3.134 -2.449 -0.756
H 0.959 -0.539 0.864
H 3.172 0.510 2.839
H 2.394 -0.386 3.902
H 1.677 -4.265 2.426
H 0.714 -3.172 3.447
H -1.647 -3.222 2.907
H -3.465 -3.623 1.287
H -2.943 -4.276 -1.047
H -0.561 -4.511 -1.739
H 1.220 -4.074 -0.136
C -0.626 -0.593 -1.925
C -0.606 -0.841 -3.421
O -1.839 -0.569 -4.078
C -2.305 0.759 -3.970
C -1.369 1.795 -4.572
H -1.444 -1.139 -1.454
H 0.309 -0.917 -1.471
H -0.750 0.466 -1.689
H -0.410 -1.897 -3.612
H 0.208 -0.279 -3.896
H -2.526 1.005 -2.925
H -3.256 0.781 -4.506
H -0.429 1.861 -4.023
H -1.838 2.780 -4.549
H -1.135 1.541 -5.608
C -6.835 2.427 -1.991
C -6.605 3.478 -3.064
O -6.063 2.962 -4.265
C -6.846 1.994 -4.936
C -8.206 2.505 -5.384
H -5.920 1.863 -1.807
H -7.146 2.903 -1.061
H -7.613 1.716 -2.276
H -5.872 4.202 -2.709
H -7.528 4.035 -3.266
H -6.957 1.095 -4.320
H -6.261 1.708 -5.809
H -8.854 2.739 -4.538
H -8.710 1.748 -5.986
H -8.096 3.411 -5.982
C 6.956 4.112 4.877
C 5.511 3.914 4.444
O 5.213 2.605 4.016
C 5.385 1.580 4.982
C 4.506 1.748 6.210
H 7.637 3.784 4.091
H 7.145 5.165 5.090
H 7.191 3.544 5.779
H 5.303 4.553 3.584
H 4.826 4.228 5.242
H 6.441 1.500 5.269
H 5.113 0.652 4.478
H 4.774 2.632 6.794
H 4.607 0.878 6.859
H 3.461 1.843 5.914

These are the Mulliken partial charges, in e, on atoms 1 to 6:
1. C -0.913
2. C -0.524
3. N -0.520
4. In 0.918
5. N -0.751
6. C -1.641

---

[3]
This record from the Open Molecules 2025 dataset describes a molecular structure, C23H44NP3SSc at a distorted geometry. The level of theory is ωB97M-V with the def2-TZVPD basis set.

Calculated values
- LUMO energy (Eh) = -0.382
- HOMO energy (eV) = -16.7048
- total charge = +3
- Kohn-Sham gap (eV) = 6.31
- energy above the lowest of the compared OMol25 structures with the same formula, charge and spin (eV) = 0.676

Geometry (Å):
Sc -0.150 0.232 0.294
P 1.187 1.537 -1.796
P 2.226 1.323 1.708
P -1.363 -1.240 -1.647
H -0.037 1.373 3.772
C -0.492 0.882 2.904
C -0.590 -0.490 2.658
H 0.239 -1.194 2.910
C 0.357 3.143 -2.155
C 2.932 2.141 -1.950
C 1.098 0.809 -3.481
C 2.698 1.109 3.478
C 3.968 1.080 1.177
C 2.210 3.192 1.593
C -2.357 -2.675 -1.052
C -0.294 -2.165 -2.806
C -2.640 -0.624 -2.888
H -1.131 1.610 2.395
H -1.544 -0.998 2.367
H 0.820 3.590 -3.054
H 0.468 3.805 -1.281
H -0.712 2.951 -2.332
H 3.026 2.604 -2.945
H 3.647 1.311 -1.883
H 3.188 2.873 -1.175
H 1.694 1.430 -4.166
H 0.050 0.779 -3.800
H 1.511 -0.206 -3.474
H 3.338 1.950 3.799
H 3.312 0.199 3.590
H 1.845 1.028 4.167
H 4.619 1.649 1.845
H 4.161 1.397 0.157
H 4.209 0.023 1.277
H 2.861 3.641 2.364
H 1.182 3.561 1.736
H 2.569 3.512 0.601
H -3.345 -2.588 -1.544
H -2.499 -2.697 0.042
H -1.867 -3.618 -1.344
H -0.931 -2.764 -3.475
H 0.420 -2.803 -2.281
H 0.318 -1.500 -3.404
H -3.507 -1.316 -2.904
H -2.237 -0.543 -3.913
H -2.974 0.393 -2.600
C -4.362 1.239 1.472
C -5.157 2.196 0.800
C -6.524 2.356 1.081
C -7.128 1.598 2.097
C -6.292 0.868 2.957
C -4.927 0.728 2.663
S -2.770 0.634 0.713
H -1.819 1.666 0.525
H -4.695 2.788 0.007
H -7.159 3.028 0.483
H -8.230 1.563 2.205
H -6.746 0.373 3.828
H -4.269 0.208 3.352
C 3.960 -4.958 -0.449
C 3.074 -3.776 -0.317
C 1.853 -3.844 0.358
C 1.078 -2.698 0.550
N 1.391 -1.478 0.009
C 2.544 -1.453 -0.731
C 3.387 -2.544 -0.896
H 4.052 -5.496 0.492
H 3.558 -5.649 -1.192
H 4.955 -4.653 -0.764
H 1.481 -4.786 0.777
H 0.156 -2.733 1.151
H 2.801 -0.485 -1.180
H 4.306 -2.398 -1.474

These are the Mulliken partial charges, in e, on atoms 1 to 6:
1. Sc -0.682
2. P 1.062
3. P 1.326
4. P 1.526
5. H 0.708
6. C -0.810

---

[4]
This record from the Open Molecules 2025 dataset describes a molecular structure, C11H11BF4N3O6Pd at a distorted geometry. The level of theory is ωB97M-V with the def2-TZVPD basis set.

Calculated values
- LUMO energy (alpha / beta) (Eh) = -0.260 / -0.238
- HOMO energy (alpha / beta) (eV) = -12.6483 / -12.6915
- total charge = +1
- Kohn-Sham gap (alpha / beta) (eV) = 5.56 / 6.23
- energy above the lowest of the compared OMol25 structures with the same formula, charge and spin (eV) = 1.150

Geometry (Å):
Pd 0.085 0.205 -0.143
C 3.903 -0.178 1.708
C 2.466 0.063 1.415
N 2.006 0.244 0.256
O 2.755 0.122 -0.867
C 1.473 0.134 2.482
C 1.735 -0.091 3.935
N 0.248 0.377 2.136
O -0.733 0.433 2.761
H 4.525 -0.133 0.820
H 4.028 -1.152 2.186
H 4.264 0.583 2.402
H 3.353 -0.638 -0.778
H 2.797 -0.135 4.150
H 1.266 -1.031 4.239
H 1.273 0.697 4.531
O -1.872 0.140 -0.633
C -2.668 1.071 -0.417
C -2.353 2.433 -0.161
C -3.418 3.346 -0.051
C -3.157 4.673 0.061
C -1.846 5.163 0.078
C -0.791 4.292 0.006
C -1.011 2.908 -0.108
O 0.041 2.133 -0.170
N -4.284 5.620 0.147
O -4.008 6.798 0.222
O -5.403 5.151 0.139
H -3.730 0.817 -0.470
H -4.446 3.006 -0.067
H -1.690 6.231 0.147
H 0.234 4.635 0.020
F -1.236 -3.986 0.023
B 0.065 -3.937 0.243
F 0.520 -3.712 1.476
F 0.922 -4.279 -0.705
F 0.264 -1.691 -0.184

These are the Mulliken partial charges, in e, on atoms 1 to 6:
1. Pd 0.506
2. C -1.677
3. C 0.539
4. N 0.615
5. O -0.528
6. C 0.883